Entry from the Open Molecules 2025 dataset: 3 unconnected molecules or ions with the total composition C19H30BrClN3 at a distorted geometry (wB97M-V/def2-TZVPD).

Results
Highest occupied orbital energy   -13.2 eV
Charge   +1
E_LUMO   -0.1511 Eh

Last column: natural (NBO) charge in e.
Atoms and positions in Å:
1 C -1.49289 -0.63295 -0.55863  -0.603
2 C -0.20824 -1.51491 -0.41182  -0.451
3 C 0.23621 -1.51502 1.05436  -0.262
4 Br -0.98418 -2.57828 2.14345  0.044
5 C 1.68874 -1.91117 1.23257  -0.061
6 C 2.22067 -2.83429 0.35533  -0.060
7 C 3.56094 -3.20273 0.47025  -0.218
8 C 4.29543 -2.63844 1.44394  0.062
9 N 3.75627 -1.76256 2.29633  -0.429
10 C 2.48264 -1.38039 2.23174  0.313
11 C 1.87523 -0.40651 3.21597  -0.475
12 C 2.53475 -0.44093 4.61188  -0.429
13 C 3.71805 0.52316 4.77735  -0.381
14 Cl 3.13269 2.18258 5.08149  -0.028
15 H -1.49574 -0.11477 -1.51367  0.236
16 H -1.51591 0.05628 0.29063  0.193
17 H -2.34680 -1.30922 -0.47612  0.220
18 H -0.47654 -2.50647 -0.78466  0.223
19 H 0.55709 -1.06678 -1.06476  0.252
20 H 0.16146 -0.47634 1.38256  0.227
21 H 1.61062 -3.28643 -0.41701  0.258
22 H 3.97584 -3.92630 -0.21825  0.259
23 H 5.34451 -2.89741 1.51992  0.247
24 H 4.36059 -1.38625 3.01745  0.442
25 H 0.85020 -0.76206 3.35733  0.262
26 H 1.78745 0.60359 2.80126  0.262
27 H 2.84668 -1.47001 4.83725  0.213
28 H 1.77958 -0.19056 5.35951  0.255
29 H 4.40090 0.48749 3.92378  0.187
30 H 4.26990 0.22464 5.67039  0.234
31 C 2.46382 2.62350 -1.86251  -0.613
32 C 1.68169 2.98512 -3.12051  -0.381
33 C 0.29584 2.33245 -3.16918  -0.517
34 C 0.41559 0.86806 -3.15415  0.329
35 N 0.50856 -0.28432 -3.14213  -0.386
36 H 2.66047 1.55013 -1.80884  0.202
37 H 3.42821 3.13134 -1.85457  0.224
38 H 1.91812 2.91925 -0.96295  0.200
39 H 2.25861 2.68741 -3.99786  0.215
40 H 1.56203 4.06818 -3.16844  0.220
41 H -0.23222 2.62861 -4.07562  0.270
42 H -0.30524 2.64403 -2.31307  0.248
43 C -5.80879 -0.69772 -2.21367  -0.615
44 C -5.86242 0.41546 -1.17278  -0.378
45 C -6.22062 1.77826 -1.77361  -0.511
46 C -5.21046 2.17461 -2.76624  0.296
47 N -4.41625 2.48737 -3.54522  -0.347
48 H -5.03634 -0.51007 -2.96131  0.216
49 H -5.57687 -1.65165 -1.73883  0.215
50 H -6.76581 -0.80040 -2.72823  0.210
51 H -4.89412 0.48309 -0.67079  0.201
52 H -6.60137 0.15606 -0.41251  0.213
53 H -6.25986 2.53852 -0.99322  0.251
54 H -7.19794 1.74089 -2.25650  0.250

Entry from the Open Molecules 2025 dataset: 5 unconnected molecules or ions with the total composition C19H30ClN9O4S (wB97M-V/def2-TZVPD).

Results
Relative energy (zero: lowest compared OMol25 entry of this formula, charge and spin)   0.0 kJ/mol
Highest occupied orbital energy   -8.2 eV
SMILES   CC[C@@H](Cl)N1c2ccccc2Sc2ccccc21.NC(N)=O.NC(N)=O.NC(N)=O.NC(N)=O
E_LUMO   0.0083 Eh

Last column: natural (NBO) charge in e.
Atoms and positions in Å:
1 C -1.29172 2.32527 -0.36286  -0.608
2 C -0.35087 1.89382 -1.49945  -0.440
3 C 0.48462 0.70744 -1.03926  0.020
4 Cl -0.50580 -0.78353 -1.33196  -0.093
5 N 1.76651 0.56711 -1.73613  -0.531
6 C 2.51714 -0.53344 -1.18112  0.201
7 C 2.58510 -1.74523 -1.85940  -0.219
8 C 3.26052 -2.83362 -1.32803  -0.209
9 C 3.90834 -2.70000 -0.10215  -0.199
10 C 3.88148 -1.49300 0.58612  -0.215
11 C 3.19190 -0.42271 0.03426  -0.221
12 S 3.16298 1.14239 0.88585  0.286
13 C 3.22062 2.19590 -0.54047  -0.222
14 C 3.92815 3.38988 -0.52996  -0.207
15 C 3.97013 4.17308 -1.67757  -0.201
16 C 3.33266 3.74735 -2.83997  -0.213
17 C 2.62736 2.55372 -2.83834  -0.225
18 C 2.54447 1.77586 -1.68834  0.211
19 H -0.68635 2.79709 0.40858  0.204
20 H -2.03609 3.02599 -0.72458  0.218
21 H -1.75122 1.44944 0.08881  0.209
22 H 0.26597 2.75385 -1.74742  0.223
23 H -0.92923 1.63395 -2.38010  0.221
24 H 0.57841 0.74637 0.04254  0.198
25 H 2.06716 -1.83426 -2.80325  0.225
26 H 3.29768 -3.77689 -1.83915  0.242
27 H 4.44125 -3.55435 0.28714  0.232
28 H 4.40811 -1.38783 1.52060  0.220
29 H 4.43759 3.71163 0.36480  0.222
30 H 4.50697 5.10869 -1.66877  0.217
31 H 3.38687 4.35888 -3.72530  0.218
32 H 2.13212 2.22389 -3.73847  0.228
33 C -4.69607 0.27941 -2.91923  0.769
34 O -5.62058 0.77068 -3.54660  -0.674
35 N -4.81008 -0.13906 -1.62651  -0.855
36 N -3.44877 0.11291 -3.46384  -0.864
37 H -4.06045 -0.54882 -1.10059  0.410
38 H -5.70211 -0.04693 -1.17962  0.412
39 H -3.31451 0.41201 -4.41052  0.402
40 H -2.68297 -0.28841 -2.95665  0.394
41 C -4.57767 -0.00114 1.92418  0.777
42 O -4.66606 -0.90129 1.09988  -0.696
43 N -4.18662 1.26091 1.59714  -0.855
44 N -4.86473 -0.18346 3.24562  -0.859
45 H -4.11230 2.00383 2.27255  0.413
46 H -3.97251 1.44528 0.63381  0.408
47 H -5.16015 -1.09724 3.53242  0.403
48 H -4.79467 0.55367 3.92738  0.406
49 C 3.54574 -6.76048 -1.10165  0.777
50 O 4.25638 -5.77706 -1.22704  -0.673
51 N 4.03117 -8.03260 -1.21539  -0.847
52 N 2.20833 -6.66363 -0.83749  -0.848
53 H 3.46562 -8.85338 -1.11673  0.388
54 H 5.00935 -8.13336 -1.40997  0.409
55 H 1.82326 -5.74164 -0.74458  0.412
56 H 1.60475 -7.45597 -0.73169  0.388
57 C -3.08740 2.82238 5.44606  0.780
58 O -3.99580 2.82937 4.62766  -0.695
59 N -2.85205 3.87926 6.27402  -0.841
60 N -2.24213 1.75998 5.59018  -0.844
61 H -2.11462 3.89931 6.95157  0.391
62 H -3.45850 4.67317 6.18795  0.412
63 H -2.38538 0.97009 4.98799  0.411
64 H -1.49133 1.73546 6.25300  0.391

Entry from the Open Molecules 2025 dataset: a molecular structure, C19H30CoN2O5Te at a distorted geometry (wB97M-V/def2-TZVPD).

Results
Multiplicity   2
Highest occupied orbital energy (spin up / spin down)   -6.5 / -6.5 eV
E_LUMO (spin up / spin down)   0.0027 / 0.0029 Eh

Last column: natural (NBO) charge in e.
Atoms and positions in Å:
1 Co -0.31460 -0.23193 -0.61309  0.848
2 C 2.34683 3.76935 -2.99624  -0.410
3 N 1.09052 3.41317 -2.35195  -0.408
4 C 0.35204 4.50992 -1.73418  -0.418
5 C 0.72872 2.14541 -2.10126  0.665
6 O -0.25075 1.84331 -1.42716  -0.644
7 C 1.61211 1.03725 -2.67084  -0.155
8 O 1.10606 -0.24657 -2.36524  -0.540
9 C 0.44410 -0.95459 -3.39642  -0.174
10 C -1.06718 -0.85900 -3.25882  0.688
11 O -1.56624 -0.25165 -2.31083  -0.655
12 N -1.79254 -1.49860 -4.18204  -0.407
13 C -3.22547 -1.67685 -3.94981  -0.415
14 C -1.16796 -2.38792 -5.15670  -0.417
15 H 2.20178 4.67961 -3.57599  0.214
16 H 2.68583 2.99155 -3.67482  0.206
17 H 3.13125 3.95638 -2.25744  0.205
18 H 0.05243 5.22484 -2.50084  0.199
19 H 0.97931 5.01625 -0.99794  0.204
20 H -0.52431 4.11495 -1.23547  0.256
21 H 2.59475 1.10577 -2.20507  0.225
22 H 1.73424 1.15221 -3.74882  0.195
23 H 0.71911 -2.00378 -3.27500  0.245
24 H 0.77878 -0.61866 -4.37836  0.199
25 H -3.56351 -0.94631 -3.22604  0.249
26 H -3.41821 -2.67444 -3.55265  0.214
27 H -3.76100 -1.54418 -4.88778  0.196
28 H -0.74538 -3.27609 -4.68135  0.212
29 H -0.38913 -1.88099 -5.72417  0.202
30 H -1.93018 -2.70982 -5.86005  0.221
31 C 2.10117 -2.26090 -0.33138  -0.268
32 O 0.90267 -2.86605 -0.82282  -0.569
33 C -0.29038 -2.17572 -0.74224  0.494
34 O -1.26578 -2.77550 -1.10159  -0.651
35 H 2.45898 -2.82544 0.52767  0.186
36 H 1.94352 -1.22963 -0.03018  0.199
37 H 2.85498 -2.29342 -1.11820  0.170
38 C -0.68732 -1.10624 7.44957  -0.623
39 C -0.53302 -0.66057 6.01545  -0.017
40 C -1.15014 0.48879 5.54534  -0.222
41 C -0.98817 0.93486 4.23240  -0.074
42 C -1.70765 2.19346 3.80737  -0.634
43 C -0.16498 0.20558 3.36083  -0.133
44 Te 0.31466 1.05965 1.47145  -0.277
45 C 0.41853 -0.99394 3.80286  -0.054
46 C 1.24865 -1.86351 2.89355  -0.642
47 C 0.23026 -1.39924 5.12087  -0.224
48 H -1.35403 -0.44055 8.00010  0.210
49 H 0.27906 -1.11453 7.96082  0.214
50 H -1.09535 -2.11858 7.50755  0.215
51 H -1.77685 1.06554 6.21893  0.197
52 H -2.43736 2.48644 4.56333  0.205
53 H -2.22309 2.04754 2.85899  0.231
54 H -1.01071 3.02202 3.66580  0.219
55 H 0.86981 -1.83199 1.87654  0.225
56 H 1.23577 -2.89945 3.23788  0.211
57 H 2.28909 -1.52455 2.86843  0.216
58 H 0.69628 -2.32262 5.45706  0.197

Entry from the Open Molecules 2025 dataset: a molecular structure, C19H30F3IrN5 at a distorted geometry (wB97M-V/def2-TZVPD).

Results
Relative energy (zero: lowest compared OMol25 entry of this formula, charge and spin)   276.7 kJ/mol
Highest occupied orbital energy (spin up / spin down)   -16.0 / -16.0 eV
Charge   +3
E_LUMO (spin up / spin down)   -0.4255 / -0.4257 Eh

Last column: natural (NBO) charge in e.
Atoms and positions in Å:
1 Ir 0.63524 1.14309 -0.86436  1.091
2 C 0.69664 3.79489 0.74534  -0.239
3 C 1.24564 2.84859 1.83174  -0.265
4 N 1.04114 1.43199 1.49454  -0.524
5 C 2.18324 0.55129 1.76914  -0.247
6 C 3.41454 0.86359 0.88444  -0.258
7 N 3.06384 1.50449 -0.38686  -0.550
8 C 3.40264 2.92859 -0.48686  -0.260
9 C 2.28674 3.71159 -1.17736  -0.241
10 N 0.96204 3.34689 -0.63866  -0.644
11 H -0.39016 3.85739 0.85784  0.213
12 H 1.11094 4.79349 0.92284  0.244
13 H 2.30864 3.01489 1.99964  0.223
14 H 0.74134 3.09779 2.77124  0.255
15 H 0.22254 1.06529 1.98114  0.421
16 H 2.47304 0.61489 2.82404  0.243
17 H 1.85174 -0.47131 1.56824  0.240
18 H 4.11454 1.50269 1.42984  0.232
19 H 3.92294 -0.08081 0.68984  0.260
20 H 3.48814 0.99989 -1.16276  0.437
21 H 3.57904 3.34379 0.50524  0.218
22 H 4.32524 3.07869 -1.05336  0.264
23 H 2.48584 4.78309 -1.06436  0.240
24 H 2.28034 3.48679 -2.24936  0.234
25 H 0.28964 3.83759 -1.22616  0.414
26 N -4.95486 1.43869 -0.48436  -0.494
27 C -4.17246 0.18469 -0.30826  -0.254
28 C -2.71676 0.51069 0.04694  -0.260
29 N -2.08186 1.37359 -0.95046  -0.609
30 C -2.85116 2.61139 -1.08806  -0.255
31 C -4.31316 2.34789 -1.47356  -0.253
32 H -5.04176 1.92199 0.42014  0.444
33 H -5.91466 1.21379 -0.78706  0.467
34 H -4.21496 -0.38111 -1.24136  0.242
35 H -4.62536 -0.41681 0.48114  0.268
36 H -2.15516 -0.42221 0.11464  0.265
37 H -2.66556 1.00969 1.01964  0.208
38 H -2.09766 0.88779 -1.84986  0.396
39 H -2.40946 3.23719 -1.86666  0.250
40 H -2.80536 3.16239 -0.14316  0.213
41 H -4.36806 1.87939 -2.45896  0.243
42 H -4.86526 3.28829 -1.51286  0.270
43 F 1.35774 -8.37011 -0.20176  -0.295
44 C 0.63144 -7.61711 0.61934  0.963
45 F 1.05274 -7.82701 1.86104  -0.301
46 F -0.64196 -8.02701 0.53724  -0.306
47 C 0.69614 -6.14641 0.23864  -0.028
48 C 1.11234 -5.19121 1.16884  -0.203
49 C 1.11934 -3.86201 0.82884  -0.079
50 C 0.67904 -3.45111 -0.45566  -0.250
51 C 0.26764 -4.43141 -1.38996  -0.127
52 C 0.28124 -5.76041 -1.04026  -0.171
53 C 0.62294 -2.08491 -0.72786  0.194
54 C 0.55324 -0.85891 -0.89486  -0.498
55 H 1.42024 -5.50411 2.15704  0.259
56 H 1.42994 -3.11881 1.54694  0.204
57 H -0.04236 -4.12891 -2.37966  0.237
58 H -0.02186 -6.51691 -1.75056  0.259

| no. | electronic energy (Ha) |
| --- | --- |
| 1 | -3940.2171 |
| 2 | -2394.3403 |
| 3 | -2878.4428 |
| 4 | -1418.6000 |